1.
A 2-piece molecular cluster, C16H17N overall, computed with the ωB97M-V functional and the def2-TZVPD basis.

Spin multiplicity = 1
E_LUMO = 0.9 eV
E_HOMO = -7.7 eV
Total charge = 0

Last columns: bonded neighbours and bond lengths (Å).
Positions of all 34 atoms, in Å:
1 N 0.67 -2.38 4.07  C6 1.400, C13 1.393, H21 1.057
2 C -1.57 1.92 -3.17  C5 1.369, C16 1.418, H22 1.074
3 C -0.93 -3.08 0.76  C9 1.400, C17 1.421, H18 1.114
4 C -1.26 3.53 -0.92  C7 1.398, C15 1.428, H19 1.072
5 C -1.41 1.29 -1.97  C2 1.369, C7 1.462, H29 1.074
6 C 2.03 -2.07 4.11  N1 1.400, C14 1.362, H26 1.064
7 C -1.01 2.16 -0.87  C4 1.398, C5 1.462, H30 1.120
8 C -2.05 3.83 -4.64  C16 1.478, H31 1.107, H32 1.147, H34 0.998
9 C 0.20 -3.03 -0.06  C3 1.400, C12 1.378, H24 1.107
10 C 1.48 -2.57 1.97  C12 1.394, C13 1.376, C14 1.414
11 C 3.71 -1.43 2.38  C14 1.445, H20 1.112, H27 1.114, H33 1.039
12 C 1.37 -2.68 0.59  C9 1.378, C10 1.394, H28 1.067
13 C 0.35 -2.70 2.76  N1 1.393, C10 1.376, C17 1.437
14 C 2.44 -1.97 2.81  C6 1.362, C10 1.414, C11 1.445
15 C -1.68 4.16 -2.13  C4 1.428, C16 1.428, H23 1.094
16 C -1.74 3.32 -3.29  C2 1.418, C8 1.478, C15 1.428
17 C -0.94 -2.97 2.18  C3 1.421, C13 1.437, H25 1.048
18 H -1.96 -2.93 0.37  C3 1.114
19 H -1.32 4.20 -0.08  C4 1.072
20 H 4.26 -2.22 1.82  C11 1.112
21 H 0.10 -2.54 4.95  N1 1.057
22 H -1.88 1.43 -4.07  C2 1.074
23 H -1.72 5.25 -2.22  C15 1.094
24 H -0.03 -3.17 -1.13  C9 1.107
25 H -1.85 -3.08 2.69  C17 1.048
26 H 2.46 -1.56 4.94  C6 1.064
27 H 3.80 -0.61 1.63  C11 1.114
28 H 2.32 -2.53 0.13  C12 1.067
29 H -1.46 0.22 -1.81  C5 1.074
30 H -0.41 1.67 -0.06  C7 1.120
31 H -2.45 3.03 -5.29  C8 1.107
32 H -1.14 4.33 -5.13  C8 1.147
33 H 4.35 -1.35 3.19  C11 1.039
34 H -2.74 4.54 -4.50  C8 0.998

natural (NBO) charges in e: number 1, N, carries -0.545; number 2, C, carries -0.230; number 3, C, carries -0.203; number 4, C, carries -0.217; number 5, C, carries -0.191; number 6, C, carries -0.049; number 7, C, carries -0.220; number 8, C, carries -0.620; number 9, C, carries -0.265; number 10, C, carries -0.139; number 11, C, carries -0.641; number 12, C, carries -0.159; number 13, C, carries 0.172; number 14, C, carries -0.062; number 15, C, carries -0.226; number 16, C, carries -0.002; number 17, C, carries -0.244; number 18, H, carries 0.207; number 19, H, carries 0.215; number 20, H, carries 0.210; number 21, H, carries 0.416; number 22, H, carries 0.201; number 23, H, carries 0.213; number 24, H, carries 0.227; number 25, H, carries 0.214; number 26, H, carries 0.208; number 27, H, carries 0.224; number 28, H, carries 0.207; number 29, H, carries 0.219; number 30, H, carries 0.220; number 31, H, carries 0.211; number 32, H, carries 0.216; number 33, H, carries 0.220; number 34, H, carries 0.211

---

2.
A 2-piece molecular cluster, C16H17N overall, computed with the ωB97M-V functional and the def2-TZVPD basis.

Spin multiplicity = 1
E_LUMO = 0.7 eV
E_HOMO = -7.7 eV
Total charge = 0

Last columns: bonded neighbours and bond lengths (Å).
Positions of all 34 atoms, in Å:
1 N -0.32 2.13 1.45  C12 1.389, C15 1.388, H34 1.012
2 C 3.23 -1.62 -2.83  C4 1.403, C7 1.402, H30 1.077
3 C 3.65 -1.05 -0.52  C7 1.394, C13 1.385, H20 1.080
4 C 2.74 -2.84 -2.35  C2 1.403, C8 1.396, H31 1.091
5 C -1.87 0.47 2.57  C14 1.389, C15 1.400, H26 1.085
6 C -3.66 1.21 0.57  C11 1.361, C17 1.417, H21 1.085
7 C 3.84 -0.79 -1.88  C2 1.402, C3 1.394, H23 1.085
8 C 2.59 -3.20 -1.01  C4 1.396, C9 1.482, C13 1.397
9 C 2.04 -4.46 -0.47  C8 1.482, H22 1.107, H25 1.099, H29 1.087
10 C -1.74 2.73 -0.22  C12 1.370, C16 1.478, C17 1.383
11 C -3.94 0.19 1.42  C6 1.361, C14 1.402, H18 1.089
12 C -0.53 2.98 0.38  N1 1.389, C10 1.370, H24 1.080
13 C 2.99 -2.20 -0.12  C3 1.385, C8 1.397, H28 1.083
14 C -3.11 -0.16 2.49  C5 1.389, C11 1.402, H33 1.082
15 C -1.55 1.54 1.73  N1 1.388, C5 1.400, C17 1.439
16 C -2.24 3.54 -1.35  C10 1.478, H19 1.100, H27 1.105, H32 1.087
17 C -2.41 1.86 0.63  C6 1.417, C10 1.383, C15 1.439
18 H -4.86 -0.34 1.17  C11 1.089
19 H -2.38 4.61 -1.14  C16 1.100
20 H 3.88 -0.24 0.16  C3 1.080
21 H -4.29 1.45 -0.28  C6 1.085
22 H 2.36 -5.38 -1.00  C9 1.107
23 H 4.54 0.01 -2.09  C7 1.085
24 H 0.24 3.68 0.08  C12 1.080
25 H 2.53 -4.74 0.47  C9 1.099
26 H -1.15 0.12 3.31  C5 1.085
27 H -1.46 3.67 -2.12  C16 1.105
28 H 2.77 -2.41 0.92  C13 1.083
29 H 0.97 -4.60 -0.35  C9 1.087
30 H 3.13 -1.33 -3.86  C2 1.077
31 H 2.41 -3.46 -3.19  C4 1.091
32 H -3.14 3.16 -1.84  C16 1.087
33 H -3.24 -0.83 3.34  C14 1.082
34 H 0.58 2.18 1.90  N1 1.012

natural (NBO) charges in e: number 1, N, carries -0.525; number 2, C, carries -0.209; number 3, C, carries -0.228; number 4, C, carries -0.201; number 5, C, carries -0.220; number 6, C, carries -0.200; number 7, C, carries -0.208; number 8, C, carries -0.043; number 9, C, carries -0.644; number 10, C, carries -0.107; number 11, C, carries -0.232; number 12, C, carries -0.012; number 13, C, carries -0.188; number 14, C, carries -0.238; number 15, C, carries 0.120; number 16, C, carries -0.632; number 17, C, carries -0.073; number 18, H, carries 0.212; number 19, H, carries 0.218; number 20, H, carries 0.211; number 21, H, carries 0.208; number 22, H, carries 0.223; number 23, H, carries 0.210; number 24, H, carries 0.203; number 25, H, carries 0.220; number 26, H, carries 0.205; number 27, H, carries 0.217; number 28, H, carries 0.203; number 29, H, carries 0.229; number 30, H, carries 0.217; number 31, H, carries 0.207; number 32, H, carries 0.219; number 33, H, carries 0.221; number 34, H, carries 0.416

---

So which one is most stable? That would be 2, about 95.8 kJ/mol below the next structure.